1.
Formula: C43H95BrN2O4P
Source: OMol25
Level of theory: ωB97M-V/def2-TZVPD

Output
**E_tot**: -5020.841156 Ha
**Highest occupied orbital energy**: -12.1 eV
**LUMO energy**: -2.93 eV
**Charge**: +1

Cartesian coordinates (Å):
C 2.357 -2.316 0.040
C 1.985 -3.041 -1.301
C 1.632 -4.557 -1.090
C 0.447 -4.791 -0.059
C -0.847 -5.164 -0.874
C -2.099 -5.489 0.017
C -3.015 -4.257 0.324
C -3.297 -3.326 -0.904
C -3.764 -4.068 -2.201
C -4.248 -3.115 -3.368
C -3.974 -1.594 -3.120
C -2.466 -1.214 -3.443
C -2.337 0.198 -4.116
C -0.874 0.781 -3.891
C -0.930 1.878 -2.738
O -1.644 1.265 -1.707
C -1.843 2.082 -0.551
C -3.147 1.521 0.172
C -4.024 2.755 0.634
C -2.834 0.505 1.324
C -4.122 -0.425 1.480
C -1.619 -0.441 1.031
C -1.655 3.117 -3.401
N -1.294 4.422 -2.814
C 0.159 4.623 -2.878
C 0.796 3.530 -1.910
P 2.681 3.894 -1.911
O 2.951 5.362 -2.727
Br 3.301 4.245 0.248
N 0.528 2.154 -2.414
C 1.162 1.065 -1.580
O 1.379 1.468 -0.249
O 2.658 1.003 0.135
H 3.059 -2.923 0.661
H 1.444 -2.108 0.652
H 2.844 -1.329 -0.144
H 1.137 -2.553 -1.850
H 2.887 -2.968 -1.962
H 2.564 -5.047 -0.702
H 1.423 -5.034 -2.080
H 0.732 -5.717 0.501
H 0.307 -3.933 0.633
H -0.595 -6.108 -1.427
H -1.016 -4.390 -1.657
H -2.656 -6.367 -0.395
H -1.702 -5.846 1.006
H -2.664 -3.627 1.175
H -4.012 -4.666 0.647
H -4.028 -2.546 -0.570
H -2.342 -2.788 -1.143
H -2.928 -4.707 -2.575
H -4.601 -4.772 -1.969
H -5.326 -3.324 -3.579
H -3.686 -3.387 -4.300
H -4.309 -1.212 -2.131
H -4.582 -1.032 -3.883
H -1.874 -1.256 -2.502
H -2.123 -1.959 -4.205
H -2.507 0.176 -5.221
H -3.119 0.872 -3.698
H -0.225 -0.082 -3.617
H -0.545 1.252 -4.849
H -2.047 3.159 -0.753
H -1.029 2.032 0.211
H -3.733 1.022 -0.645
H -3.342 3.494 1.111
H -4.754 2.377 1.384
H -4.539 3.164 -0.266
H -2.691 1.071 2.273
H -3.812 -1.469 1.720
H -4.781 0.005 2.270
H -4.684 -0.467 0.518
H -0.644 0.112 1.107
H -1.543 -1.270 1.777
H -1.681 -0.870 0.003
H -1.392 3.151 -4.497
H -2.760 3.000 -3.354
H -1.793 5.162 -3.309
H 0.593 4.491 -3.907
H 0.405 5.630 -2.472
H 0.331 3.732 -0.917
H 3.166 6.011 -2.036
H 1.010 2.091 -3.325
H 2.177 0.876 -2.023
H 0.620 0.096 -1.650
H 2.677 1.145 1.093
C 7.212 -9.154 2.309
C 7.288 -9.007 0.794
C 7.211 -7.555 0.322
C 5.906 -6.831 0.663
C 4.637 -7.493 0.126
C 4.591 -7.566 -1.396
H 6.261 -8.790 2.703
H 7.306 -10.204 2.593
H 8.019 -8.600 2.794
H 6.500 -9.604 0.327
H 8.236 -9.432 0.450
H 7.372 -7.528 -0.760
H 8.041 -6.994 0.763
H 5.966 -5.810 0.269
H 5.817 -6.728 1.748
H 3.773 -6.917 0.474
H 4.523 -8.497 0.545
H 4.659 -6.566 -1.834
H 3.651 -8.015 -1.724
H 5.404 -8.173 -1.796
C -5.652 9.235 1.216
C -6.323 8.627 -0.010
C -6.512 7.114 0.091
C -5.218 6.304 0.200
C -4.225 6.504 -0.946
C -4.772 6.073 -2.302
H -4.643 8.844 1.360
H -5.573 10.318 1.106
H -6.233 9.030 2.118
H -5.750 8.883 -0.907
H -7.306 9.091 -0.135
H -7.086 6.772 -0.777
H -7.132 6.891 0.965
H -5.481 5.243 0.257
H -4.717 6.541 1.143
H -3.325 5.916 -0.731
H -3.903 7.548 -0.995
H -5.060 5.017 -2.287
H -4.012 6.205 -3.077
H -5.643 6.661 -2.592
C 3.555 2.992 7.547
C 4.751 3.250 6.637
C 4.355 3.688 5.227
C 3.544 2.662 4.432
C 4.217 1.300 4.251
C 5.523 1.372 3.467
H 2.931 2.177 7.174
H 3.894 2.716 8.547
H 2.935 3.887 7.636
H 5.381 2.356 6.597
H 5.365 4.036 7.084
H 5.262 3.948 4.672
H 3.770 4.612 5.294
H 3.330 3.084 3.443
H 2.573 2.513 4.912
H 3.525 0.640 3.715
H 4.396 0.830 5.221
H 5.359 1.800 2.474
H 5.942 0.372 3.338
H 6.270 1.977 3.982

2.
Formula: C29H18Cl3CrN4OSe
Source: OMol25
Level of theory: ωB97M-V/def2-TZVPD

Output
**ΔE to the lowest compared entry with this formula, charge and spin**: 0.0000 eV
**E_tot**: -6236.738998 Ha
**Highest occupied orbital energy (alpha / beta)**: -7.3 / -7.2 eV
**LUMO energy (alpha / beta)**: -0.72 / -0.42 eV
**Spin multiplicity**: 2
**Charge**: 0

Cartesian coordinates (Å):
Cr 0.152 -0.218 -0.240
C -1.188 -4.358 -0.417
C -0.530 -3.152 -0.728
N -0.731 -2.053 -0.046
C -1.604 -2.053 1.007
C -2.281 -3.212 1.396
C -2.052 -4.382 0.636
C -3.138 -3.168 2.529
C -3.258 -2.002 3.213
C -2.578 -0.820 2.814
C -1.768 -0.807 1.708
N -1.033 0.252 1.156
C -0.965 1.587 1.588
C -1.756 2.247 2.493
C -1.538 3.617 2.797
C -0.558 4.340 2.197
C 0.259 3.710 1.221
C 1.271 4.383 0.497
C 1.991 3.723 -0.453
C 1.707 2.365 -0.697
N 0.787 1.717 -0.030
C 0.053 2.360 0.928
H -0.996 -5.237 -1.015
H 0.177 -3.085 -1.546
H -2.570 -5.295 0.905
H -3.669 -4.060 2.835
H -3.892 -1.956 4.089
H -2.710 0.055 3.421
H -2.586 1.761 2.968
H -2.185 4.090 3.524
H -0.404 5.385 2.431
H 1.455 5.432 0.702
H 2.761 4.217 -1.028
H 2.234 1.798 -1.457
Cl 7.084 -1.598 1.139
C 5.495 -1.365 0.466
C 4.414 -1.208 1.312
C 3.176 -1.023 0.734
Cl 1.730 -0.823 1.707
C 2.942 -0.980 -0.640
O 1.738 -0.803 -1.134
C 4.074 -1.145 -1.449
Cl 3.865 -1.097 -3.168
C 5.333 -1.334 -0.911
H 4.533 -1.232 2.386
H 6.184 -1.456 -1.567
Se -1.562 0.539 -1.855
C -0.728 0.490 -3.573
C 0.287 -0.387 -3.958
C 0.767 -0.335 -5.257
N 0.318 0.496 -6.200
C -0.657 1.323 -5.824
C -1.200 1.362 -4.550
H 0.721 -1.086 -3.262
H 1.562 -1.010 -5.560
H -1.029 2.002 -6.585
H -1.985 2.071 -4.320